Record 1
# C5H7ClO

The molecule C5H7ClO at a distorted geometry (wB97M-V/def2-TZVPD, OMol25).

## Properties
E_tot	-19862.885	eV
spin multiplicity	1
SMILES	C=C/C(=C/Cl)OC
highest occupied orbital energy (alpha / beta)	-8.03 / -7.19	eV
HOMO-LUMO gap (alpha / beta)	8.1 / 7.2	eV

Geometry (Å):
C 2.01 -1.74 0.10
C 1.50 -0.47 -0.04
C 0.13 0.02 0.02
C -1.34 -1.17 0.01
Cl -2.94 -0.68 0.12
O 0.06 1.26 0.43
C -1.06 2.03 0.02
H 3.02 -1.73 0.11
H 1.53 -2.66 0.43
H 2.15 0.38 -0.19
H -1.13 -2.11 -0.53
H -1.78 2.23 0.77
H -1.43 1.56 -0.91
H -0.73 3.06 -0.32

Atom charges from the Mulliken analysis, given in e for atoms 1 to 8:
1 C -0.892
2 C -0.213
3 C 0.545
4 C -0.358
5 Cl -0.139
6 O -0.324
7 C -0.763
8 H 0.318


Record 2
# C3H12NOS

A cluster of 2 separate species, C3H12NOS in total at a distorted geometry (wB97M-V/def2-TZVPD, OMol25).

## Properties
E_tot	-17671.603	eV
spin multiplicity	1
highest occupied orbital energy	-13.32	eV
HOMO-LUMO gap	10.1	eV
net charge	+1

Geometry (Å):
C 0.45 -1.10 0.93
C 0.54 0.27 0.30
C -0.64 0.74 -0.52
S -0.73 2.47 -1.11
N 0.69 1.33 1.54
H 0.13 -1.89 0.25
H -0.36 -1.09 1.68
H 1.34 -1.45 1.44
H 1.54 0.44 -0.10
H -0.38 0.18 -1.44
H -1.47 0.30 0.02
H -2.05 2.54 -0.99
H -0.06 2.01 1.41
H 0.53 0.90 2.46
H 1.57 1.82 1.52
H -1.11 -2.34 -2.72
H 0.26 -2.98 -2.31
O -0.25 -2.16 -2.37

Atom charges from the Mulliken analysis, given in e for atoms 1 to 8:
1 C -1.430
2 C 0.329
3 C -0.796
4 S -0.134
5 N -0.324
6 H 0.282
7 H 0.442
8 H 0.408


Record 3
# C4H6O2

The molecule C4H6O2 (wB97M-V/def2-TZVPD, OMol25).

## Properties
E_tot	-8336.848	eV
spin multiplicity	1
highest occupied orbital energy	-8.78	eV
HOMO-LUMO gap	9.2	eV

Geometry (Å):
C 1.80 0.82 -0.93
C 0.56 -0.40 0.58
O 0.58 0.66 -0.19
C -0.85 -0.51 1.15
C -1.87 -0.68 0.03
O -2.48 -1.69 -0.17
H 1.57 0.59 -1.98
H 2.53 0.11 -0.54
H 2.14 1.85 -0.84
H -0.90 -1.38 1.80
H -1.10 0.40 1.71
H -2.00 0.21 -0.62

Atom charges from the Mulliken analysis, given in e for atoms 1 to 8:
1 C -0.556
2 C -0.448
3 O -0.143
4 C -0.120
5 C 0.019
6 O -0.453
7 H 0.248
8 H 0.372


Record 4
# C2H7OPS

The molecule C2H7OPS at a distorted geometry (wB97M-V/def2-TZVPD, OMol25).

## Properties
E_tot	-24358.877	eV
spin multiplicity	1
SMILES	CO[P@H](C)=S
highest occupied orbital energy	-8.39	eV
HOMO-LUMO gap	9.1	eV

Geometry (Å):
C 1.95 0.07 0.08
O 0.88 -0.89 0.11
P -0.60 -0.63 -0.45
C -1.53 0.61 0.50
S -1.44 -2.46 -0.91
H 1.80 0.55 -0.88
H 2.95 -0.38 -0.03
H 1.89 0.66 0.95
H -0.42 0.01 -1.66
H -2.13 0.09 1.36
H -0.99 1.44 1.05
H -2.36 0.93 -0.12

Atom charges from the Mulliken analysis, given in e for atoms 1 to 8:
1 C -0.636
2 O -0.289
3 P 0.369
4 C -0.836
5 S -0.415
6 H 0.322
7 H 0.249
8 H 0.265


Energy above the lowest of the compared OMol25 structures with the same formula, charge and spin (kJ/mol)
488.9, 82.0, 348.6, 115.1